23
Properties=species:S:1:pos:R:3:forces:R:3 method="wB97M-V/def2-TZVPD" orbital_gap_ev="10.3 / 5.8" e_above_lowest_ev=0.9773 fmax_ev_per_a=5.88 homo_energy_ha="-0.6646 / -0.6645" multiplicity=2 charge=+2 s_squared=0.77
C -1.59528 -0.38363 1.77297 1.1854 0.6818 2.3302
C -0.43919 -0.15996 0.86987 0.0272 3.1062 4.8275
C -0.37916 -0.96190 -0.16899 3.6210 -1.3005 -4.4489
N 0.66199 -0.94113 -1.24306 -1.3174 -3.8125 -0.5629
N 0.54758 0.71062 1.18612 -1.0503 1.9028 -0.2845
H -2.11505 -1.27105 1.49558 -0.6243 -0.4642 0.0617
H -2.23913 0.49504 1.85694 -0.1478 -0.0089 -0.5812
H -1.21917 -0.43919 2.85181 -0.3684 -0.3716 -1.2797
H -0.89664 -1.80582 -0.37150 -2.5560 -2.1788 0.2809
H 1.60690 -1.38210 -1.06642 -0.8806 0.5814 0.1969
H 0.66458 -0.03777 -1.57987 1.3270 3.7564 -1.2746
H 0.25172 -1.48355 -2.09507 0.8911 0.6224 1.6843
H 0.55601 1.40077 2.01809 -0.5013 -1.9991 -1.1616
H 0.94423 1.21579 0.38252 0.6695 -0.4248 -0.1979
H -1.07682 4.42479 -0.67741 -0.0711 0.2685 -0.6184
H -0.69376 3.64234 0.49440 0.2731 -0.1816 -0.5359
O -0.57028 3.63172 -0.47544 -0.5045 0.1870 1.2628
H 0.46054 -4.16919 0.40091 0.1118 -0.3294 -0.1312
H 1.77076 -4.88654 0.17736 0.1190 -0.0024 -0.2248
O 1.18256 -4.24223 -0.23871 -0.3248 0.5727 0.3735
H 0.05530 2.34062 -1.89890 0.7683 0.3725 0.1900
H 1.61988 2.43428 -1.89465 1.8033 1.9016 -0.4834
O 0.90243 1.86807 -1.79655 -2.4501 -2.8797 0.5774